(1)
C7H17N2O | the ωB97M-V functional and the def2-TZVPD basis

Geometry as XYZ:
```
27
Properties=species:S:1:pos:R:3:forces:R:3:lowdin_charge:R:1
C -3.2872 -1.0116 0.5116 0.0 2.8 2.1 0.0011
N -1.8221 -0.8209 0.7008 -0.9 -1.0 -0.6 0.0557
C -1.0777 0.1974 0.2781 -0.2 -2.5 1.2 -0.2607
N -1.6055 1.1726 -0.4070 -1.2 -0.6 -1.4 0.0800
C -0.8411 2.2279 -1.0493 -0.4 1.4 0.7 -0.0081
C 0.3190 0.0796 0.7892 1.6 0.8 0.1 -0.2529
O 0.5904 1.3687 1.3516 -1.5 -0.3 1.1 -0.0345
C 1.4426 -0.3295 -0.2821 -0.8 1.5 0.0 -0.3372
C 1.8370 -1.7884 -0.1881 -2.6 0.0 -2.3 -0.0662
C 2.7087 0.5643 -0.0809 -1.1 0.7 -0.9 -0.0311
H -3.6394 -2.0114 0.3349 0.4 -0.4 -0.1 0.0928
H -3.7044 -0.5814 1.4874 0.1 -1.0 -1.2 0.1303
H -3.6826 -0.2852 -0.2096 0.1 -0.7 -0.2 0.0783
H -1.3828 -1.5094 1.3156 -0.1 0.5 -0.5 0.1600
H -2.4323 0.8064 -0.9039 0.3 1.1 0.4 0.1562
H -1.1889 2.4726 -2.0196 -0.7 -0.6 -1.2 0.0866
H -1.0136 3.2361 -0.5760 0.9 -1.3 0.3 0.1293
H 0.1469 1.8441 -1.1470 1.0 0.7 0.2 0.0717
H 0.3501 -0.6823 1.6050 -0.1 0.4 -0.6 0.1614
H -0.1671 1.4875 1.9897 1.4 0.4 -0.6 0.1457
H 1.0090 -0.1209 -1.2937 0.3 -0.5 0.7 0.1382
H 2.4835 -2.1146 0.5743 0.4 -0.2 1.4 0.0768
H 0.9358 -2.4532 -0.4090 1.3 0.5 0.7 0.1111
H 2.4038 -1.7755 -1.0835 0.9 -1.1 -1.0 0.0738
H 2.8751 1.4664 -0.7667 -0.5 -1.5 0.8 0.1189
H 3.5906 -0.0415 -0.0400 0.5 -0.3 -0.2 0.0746
H 2.4809 0.9192 0.8858 0.9 1.0 1.1 0.0482
```
Positions in Å, forces in eV/Å.

The LUMO energy is -3.108 eV. As for the multiplicity: 1. As for the total charge: +1. The calculation puts the relative energy (zero: lowest compared OMol25 entry of this formula, charge and spin) at 2.120 eV. As for the SMILES: CN/C(=[NH+]/C)[C@H](O)C(C)C.

***

(2)
C7H17N2OP | the ωB97M-V functional and the def2-TZVPD basis

Geometry as XYZ:
```
28
Properties=species:S:1:pos:R:3:forces:R:3:lowdin_charge:R:1
C 1.0777 -1.9908 -0.0401 0.0 0.0 -0.1 -0.1030
C 1.2394 -0.7039 0.6979 0.0 0.0 0.0 -0.1572
C 0.6756 0.4689 0.4319 -0.4 0.5 0.0 -0.3366
C 0.8969 1.7121 1.2816 0.6 -0.1 0.0 -0.4848
C 2.1154 1.6610 2.2021 -0.3 0.1 -0.2 -0.0566
O -0.2779 2.0270 2.0176 -0.3 0.0 0.1 -0.0551
P -0.4225 0.9080 -1.0065 0.1 -0.6 0.3 0.9271
N 0.7220 0.6025 -2.2146 0.0 0.0 -0.3 -0.1779
N -1.4147 -0.5446 -1.0733 0.0 0.4 0.0 -0.4642
C -2.1578 -0.8415 0.1366 0.1 -0.1 0.0 -0.1556
C -2.2949 -0.5415 -2.2281 0.1 -0.1 0.0 -0.1775
H 2.0390 -2.3033 -0.4503 0.1 -0.1 0.0 0.0782
H 0.3488 -1.9052 -0.8378 0.0 -0.1 0.0 0.0430
H 0.7509 -2.7687 0.6499 0.0 -0.1 0.0 0.0789
H 1.9118 -0.7833 1.5467 0.1 0.2 0.1 0.0977
H 1.0090 2.5581 0.5920 0.0 -0.1 0.1 0.1222
H 2.2364 2.6255 2.6894 0.0 0.0 0.0 0.0796
H 3.0120 1.4420 1.6296 0.1 -0.1 0.0 0.0832
H 1.9884 0.9049 2.9766 0.0 -0.1 0.0 0.0754
H -0.4445 1.3064 2.6372 0.0 0.0 -0.1 0.0922
H 0.4841 0.9596 -3.1271 0.1 0.0 0.0 0.0211
H 1.1060 -0.3343 -2.2589 0.0 0.1 -0.1 0.0350
H -1.5016 -0.7309 0.9957 -0.1 -0.1 0.1 0.0587
H -3.0278 -0.1881 0.2718 -0.1 0.1 0.1 0.0801
H -2.5083 -1.8763 0.0882 -0.1 0.0 0.1 0.0845
H -2.7582 -1.5266 -2.3233 0.0 0.0 -0.1 0.0803
H -3.0928 0.2089 -2.1559 -0.1 0.1 0.0 0.0729
H -1.7126 -0.3458 -3.1289 -0.1 0.0 -0.1 0.0585
```
Positions in Å, forces in eV/Å.

The LUMO energy is 0.875 eV. As for the multiplicity: 1. The calculation puts the relative energy (zero: lowest compared OMol25 entry of this formula, charge and spin) at 0.034 eV. As for the SMILES: C/C=C(/[C@H](C)O)P(N)N(C)C.

***

(3)
C7H17N2OPS2 | the ωB97M-V functional and the def2-TZVPD basis

Geometry as XYZ:
```
30
Properties=species:S:1:pos:R:3:forces:R:3:lowdin_charge:R:1
C -3.4630 1.8620 1.0604 1.1 -1.2 -0.3 -0.1163
C -2.0016 1.8911 0.4940 -1.8 1.5 0.4 -0.3532
C -2.2265 1.3146 -0.9021 2.9 1.9 -0.7 -0.4977
S -0.5514 0.8395 -1.6424 0.0 -0.8 0.7 0.7021
P 0.1304 -0.5617 -0.1724 2.1 -0.8 -1.6 0.5028
O -0.2589 -0.3928 1.2239 0.3 0.5 0.6 -0.3393
N -0.2515 -2.1252 -0.6008 -0.1 2.5 -1.4 -0.2412
C -0.1200 -3.1309 0.3822 3.6 -0.7 1.1 -0.1649
N 2.0885 -0.4912 -0.5392 -3.6 -0.5 2.0 -0.2392
C 2.2644 -0.7844 -1.8928 -1.1 -2.1 -3.4 -0.2611
C 2.8557 0.4206 0.0662 0.3 0.4 0.5 -0.9031
C 2.7059 0.6760 1.5411 -1.5 -0.7 -0.3 -0.1048
S 4.0061 1.1983 -0.7811 1.0 0.8 -0.2 0.6934
H -3.5176 2.2654 2.0642 -0.1 0.1 0.1 0.0571
H -4.1564 2.4217 0.3779 0.3 -1.0 0.7 0.0844
H -3.5372 0.7048 1.1418 -1.1 2.0 -0.2 0.1078
H -1.4400 1.2849 1.1951 0.4 0.1 -0.5 0.0540
H -1.5790 2.9541 0.4184 -0.4 -1.6 0.1 0.1320
H -2.8611 0.4627 -1.0323 -0.6 -0.1 0.2 0.0610
H -2.4584 2.2317 -1.5316 -0.2 -1.6 0.3 0.0943
H -0.2240 -2.4331 -1.5649 0.0 0.3 0.2 0.0922
H -0.9816 -3.7270 0.2623 -0.6 -1.4 0.4 0.0611
H 0.9448 -3.6612 0.2301 -2.5 0.5 0.4 0.1267
H -0.0419 -2.6733 1.3979 -0.5 -0.5 -0.9 0.0818
H 1.7795 -1.8213 -2.1385 1.3 1.5 0.6 0.0994
H 1.6468 -0.1326 -2.5262 0.3 0.3 -0.1 0.0262
H 3.2788 -0.7163 -2.3436 -0.6 -0.2 1.0 0.0618
H 2.9100 1.6979 1.7204 0.4 0.9 0.4 0.0548
H 3.3163 0.0283 2.1220 1.3 -0.4 0.2 0.0741
H 1.7428 0.3973 1.9697 -0.4 0.3 -0.5 0.0537
```
Positions in Å, forces in eV/Å.

The LUMO energy is 0.404 eV. As for the multiplicity: 1. The calculation puts the relative energy (zero: lowest compared OMol25 entry of this formula, charge and spin) at 0.000 eV. As for the SMILES: CCCS[P@@](=O)(NC)N(C)C(C)=S.

***

(4)
C7H17N2OS | the ωB97M-V functional and the def2-TZVPD basis

Geometry as XYZ:
```
28
Properties=species:S:1:pos:R:3:forces:R:3:lowdin_charge:R:1
C -0.1473 -0.0787 1.4618 -0.2 -0.3 -0.2 -0.1369
C -1.6535 0.0090 1.2348 -0.3 -0.3 -0.2 -0.2908
C -3.4750 -0.2767 -0.8549 0.7 -0.4 0.2 -0.2055
C 0.6563 0.0432 0.1872 0.5 0.3 0.2 -0.2476
C 1.7601 -2.0785 0.5664 0.0 -0.4 0.4 -0.0041
C 2.5682 -0.5583 -1.1633 0.3 0.3 -0.5 -0.0033
C 0.6407 1.3882 -0.5109 0.2 0.1 -0.2 -0.1892
N 1.6576 -0.7692 -0.0550 -0.4 0.4 0.2 -0.1392
N -0.4318 2.2540 -0.0563 0.1 0.3 0.0 0.0200
O -0.8110 -0.8280 -0.9833 0.3 -0.2 -1.0 -0.4999
S -2.0160 -1.1598 -0.1542 -1.0 0.8 0.8 0.9927
H 0.1457 0.7670 2.0918 0.0 -0.1 0.0 0.1459
H 0.0961 -0.9967 1.9931 0.1 0.1 0.0 0.1131
H -2.2146 -0.2610 2.1236 -0.1 -0.1 0.1 0.1022
H -1.9129 1.0047 0.8796 -0.1 -0.2 0.1 0.0683
H -4.1709 -0.1002 -0.0417 -0.1 0.0 0.1 0.0607
H -3.9314 -0.9138 -1.6045 0.0 -0.1 0.0 0.0530
H 2.2835 -2.0125 1.5228 0.0 0.0 0.0 0.1144
H 0.7752 -2.5184 0.7130 0.0 0.0 0.0 0.0959
H 2.3199 -2.7415 -0.0879 0.0 0.1 0.0 0.1033
H 2.0994 -0.8688 -2.0995 0.0 0.0 0.0 0.1202
H 2.8615 0.4860 -1.2511 0.0 -0.1 0.0 0.0915
H 3.4672 -1.1481 -1.0026 -0.1 0.0 0.0 0.1046
H 0.5182 1.2050 -1.5808 0.1 0.0 0.1 0.1369
H 1.6348 1.8434 -0.3630 -0.2 -0.1 0.0 0.1351
H -0.1589 2.7724 0.7735 0.0 0.0 -0.2 0.0985
H -3.1494 0.6580 -1.3018 0.2 0.1 0.1 0.0618
H -0.6665 2.9364 -0.7670 0.1 -0.1 0.0 0.0984
```
Positions in Å, forces in eV/Å.

The LUMO energy is -2.636 eV. As for the multiplicity: 1. As for the total charge: +1. The calculation puts the relative energy (zero: lowest compared OMol25 entry of this formula, charge and spin) at 0.107 eV.

***

(5)
C7H17N2Si | the ωB97M-V functional and the def2-TZVPD basis

Geometry as XYZ:
```
27
Properties=species:S:1:pos:R:3:forces:R:3:lowdin_charge:R:1
C -1.2519 -0.3033 -0.9900 2.4 0.1 -0.6 -0.1862
C -0.9824 0.0358 -2.2653 -2.4 -0.5 -0.2 -0.0727
C 0.5149 1.4599 -1.1640 -1.1 -2.5 4.1 0.0967
C 0.2588 1.6104 -3.6058 1.4 2.4 1.7 0.0377
C -1.4543 -0.3228 2.6691 1.3 2.7 -0.9 -0.1789
C 1.6767 -0.1169 2.1643 -1.3 -1.9 1.3 -0.1674
C -0.2143 -2.7075 1.1285 -2.3 0.6 -0.9 -0.1713
N -0.3547 0.0682 -0.0771 2.1 2.8 -0.9 -0.0284
N 0.2080 0.8033 -2.3739 2.8 -0.7 -1.3 -0.2203
Si 0.0178 -0.8111 1.4925 -0.7 0.4 0.2 0.6130
H -1.8968 -1.0534 -0.6639 -1.7 -0.9 0.1 0.1155
H -1.6413 0.0156 -3.1169 0.2 -0.2 -0.1 0.1229
H -0.1014 2.2783 -0.9202 -0.6 1.0 0.2 0.1158
H 1.5802 1.4917 -0.9078 -0.5 0.2 -0.1 0.1359
H -0.3895 2.4372 -3.4859 -1.3 0.6 0.0 0.1057
H 1.2186 2.1246 -3.5991 0.4 -0.4 -0.4 0.1188
H 0.0881 1.0893 -4.4855 -0.3 -1.3 -1.3 0.0962
H -2.3698 0.1170 2.1227 1.4 -0.9 0.9 0.0588
H -1.6734 -1.1441 3.2959 -0.6 -0.9 0.6 -0.0068
H -1.0328 0.5002 3.3662 -0.8 -1.1 -1.1 0.0554
H 2.5904 -0.2886 1.6890 1.4 -1.6 -1.2 0.0012
H 1.8664 0.8960 2.2636 -1.0 2.7 0.2 -0.0010
H 1.8152 -0.4626 3.2190 -0.2 -0.1 -0.8 0.0591
H 0.4475 -3.3629 1.6034 1.5 -0.8 0.7 -0.0085
H -1.2056 -3.0309 1.5999 1.0 0.7 -0.7 0.0558
H -0.2869 -3.0633 0.0520 0.3 0.8 1.1 0.0488
H 1.1144 0.2754 -2.3898 -1.2 -1.0 -0.8 0.2042
```
Positions in Å, forces in eV/Å.

The LUMO energy is -3.665 eV. As for the multiplicity: 1. As for the total charge: +1. The calculation puts the relative energy (zero: lowest compared OMol25 entry of this formula, charge and spin) at 2.278 eV.